Record 1
# C3H2N2O2

C3H2N2O2 in the gas phase in a non-equilibrium geometry (the ωB97M-V functional and the def2-TZVPD basis, the Open Molecules 2025 dataset).

Each line ends with the Löwdin charge.
Geometry (Å):
H1 -0.450 0.562 2.151  0.0813
N1 0.035 1.094 1.446  0.1874
C1 0.180 0.497 0.344  -0.4034
C2 1.432 1.016 -0.232  -0.0936
N2 2.203 1.600 0.417  0.1985
O1 -0.475 -0.673 0.076  0.0507
C3 -0.861 -1.206 -1.122  -0.2928
O2 -0.685 -0.742 -2.204  0.1193
H2 -1.378 -2.147 -0.876  0.1528

Atomic forces in eV per Å
-1.27 -0.15 -0.07
-0.52 -0.42 0.46
-0.04 0.11 0.98
0.28 0.57 1.01
1.11 -0.19 -2.41
0.15 -0.25 0.09
0.18 0.23 -0.52
0.02 -0.07 0.66
0.10 0.16 -0.19

Calculated values
* orbital gap (alpha / beta): 10.56 / 10.56 eV
* strongest force on any atom: 2.7 eV/A
* energy above the lowest of the compared OMol25 structures with the same formula, charge and spin: 66.5 kcal/mol
* SMILES string: [H]/N=C(/C#N)OC=O
* HOMO (alpha / beta): -0.3933 / -0.3933 Eh
* 2S+1: 1

---

Record 2
# C6H11EuN5P

A molecular structure, C6H11EuN5P in a non-equilibrium geometry (the ωB97M-V functional and the def2-TZVPD basis, the Open Molecules 2025 dataset).

Each line ends with the Löwdin charge.
Geometry (Å):
C1 3.216 -0.231 -0.090  -0.2526
C2 2.693 -0.049 1.259  -0.2587
C3 1.611 -1.017 1.454  -0.3020
C4 1.527 -1.846 0.243  -0.2768
C5 2.509 -1.358 -0.705  -0.2454
Eu1 0.788 0.361 -0.191  1.1115
P1 1.049 2.030 -2.064  0.6228
H1 3.979 0.385 -0.569  0.0811
H2 3.013 0.711 1.985  0.0866
H3 0.972 -1.097 2.331  0.0851
H4 2.674 -1.749 -1.716  0.0889
H5 0.816 -2.662 0.078  0.0894
H6 1.224 1.516 -3.305  -0.1521
H7 2.011 2.967 -1.918  -0.1513
H8 -0.145 2.743 -2.134  -0.1426
N1 -4.236 -1.039 1.519  0.1011
N2 -3.244 -0.345 0.818  -0.2903
N3 -3.550 0.720 0.004  0.1067
C6 -2.314 1.049 -0.421  -0.2800
N4 -1.353 0.271 0.075  -0.2828
N5 -1.954 -0.668 0.907  0.0216
H9 -3.972 -1.805 2.110  0.0844
H10 -5.196 -0.758 1.433  0.0866
H11 -2.116 1.871 -1.104  0.0688

Atomic forces in eV per Å
-0.38 -1.54 0.93
0.20 -1.44 -0.61
2.43 -1.28 -0.17
1.58 -0.04 0.74
0.54 0.35 1.66
-1.43 2.06 -0.29
0.01 0.81 -0.39
-0.21 -0.35 0.23
-0.17 -0.46 -0.47
0.21 -0.08 -0.17
-0.07 0.24 0.52
0.36 0.39 0.09
0.10 0.12 -1.64
0.74 1.19 -0.49
-0.08 0.50 -0.54
0.74 0.44 -0.51
-1.42 0.95 -0.68
1.51 -1.45 1.04
-1.89 0.25 0.23
-2.45 -1.48 0.95
-0.74 0.56 -0.10
0.42 0.18 -0.20
0.30 0.32 -0.30
-0.28 -0.25 0.20

Calculated values
* orbital gap (alpha / beta): 3.70 / 5.32 eV
* strongest force on any atom: 3.0 eV/A
* energy above the lowest of the compared OMol25 structures with the same formula, charge and spin: 68.4 kcal/mol
* HOMO (alpha / beta): -0.1346 / -0.1869 Eh
* 2S+1: 7
* expectation value of S²: 12.037

---

Record 3
# C32H64I2NO31P

9 unconnected molecules or ions with the total composition C32H64I2NO31P in a non-equilibrium geometry (the ωB97M-V functional and the def2-TZVPD basis, the Open Molecules 2025 dataset).

Each line ends with the Löwdin charge.
Geometry (Å):
C1 -1.453 -3.585 -3.112  -0.2369
C2 -0.590 -2.879 -1.911  -0.7591
I1 0.666 -1.228 -2.721  0.8056
C3 0.258 -3.911 -0.962  -0.7351
I2 0.774 -5.824 -1.890  0.8125
C4 -0.448 -4.252 0.488  -0.2826
O1 -0.872 -3.066 1.250  -0.2421
C5 -0.623 -3.317 2.699  -0.1462
C6 0.915 -2.931 3.172  -0.1493
O2 1.218 -1.491 3.104  -0.2063
C7 1.607 -1.071 1.746  -0.2759
C8 0.484 0.012 1.205  -0.1062
O3 0.455 1.110 2.208  -0.1000
N1 -0.803 1.096 2.742  -0.0048
O4 -0.829 1.841 3.710  -0.0065
P1 3.392 -0.348 1.644  0.7993
O5 3.376 1.239 1.378  -0.3732
O6 4.400 -0.752 3.011  -0.2076
O7 4.164 -1.084 0.235  -0.2444
H1 -2.018 -2.718 -3.707  0.0840
H2 -2.307 -4.249 -2.630  0.0952
H3 -0.812 -4.151 -3.918  0.0569
H4 -1.387 -2.338 -1.205  0.0914
H5 1.283 -3.359 -0.697  0.0616
H6 0.398 -4.782 1.142  0.1149
H7 -1.310 -5.063 0.393  0.1378
H8 -0.824 -4.466 2.944  0.1450
H9 -1.432 -2.664 3.285  0.1541
H10 0.987 -3.239 4.321  0.1531
H11 1.696 -3.618 2.602  0.1425
H12 1.561 -1.988 0.998  0.1260
H13 -0.617 -0.444 1.150  0.1456
H14 0.775 0.390 0.130  0.1064
H15 3.885 -1.223 3.734  0.0820
H16 5.165 -0.900 0.251  0.1007
C9 0.855 0.444 5.578  -0.0550
O8 0.967 1.567 6.450  0.0042
C10 1.319 1.253 7.722  -0.5609
O9 1.536 0.130 8.150  0.1112
O10 1.389 2.405 8.436  -0.0380
C11 1.752 2.227 9.804  -0.0561
H17 0.569 0.812 4.588  0.0401
H18 1.816 -0.073 5.488  0.0948
H19 0.077 -0.241 5.928  0.1091
H20 2.749 1.781 9.883  0.0957
H21 1.009 1.613 10.323  0.1003
H22 1.776 3.212 10.278  0.0990
C12 -3.150 3.459 4.844  -0.0524
O11 -4.197 4.197 4.216  -0.0087
C13 -5.246 3.439 3.808  -0.5608
O12 -5.349 2.229 3.934  0.1010
O13 -6.160 4.261 3.233  -0.0105
C14 -7.326 3.596 2.752  -0.0517
H23 -2.364 4.165 5.130  0.0998
H24 -3.515 2.965 5.750  0.1013
H25 -2.721 2.730 4.150  0.0618
H26 -7.859 3.107 3.575  0.0986
H27 -7.065 2.872 1.974  0.0968
H28 -7.988 4.348 2.314  0.0877
C15 -5.115 -1.935 0.380  -0.0447
O14 -6.072 -1.829 -0.672  -0.0106
C16 -6.159 -2.930 -1.461  -0.5604
O15 -5.506 -3.954 -1.338  0.1019
O16 -7.098 -2.694 -2.412  -0.0123
C17 -7.299 -3.774 -3.320  -0.0515
H29 -5.131 -1.000 0.946  0.0971
H30 -5.377 -2.753 1.059  0.1011
H31 -4.108 -2.075 -0.027  0.0880
H32 -7.648 -4.666 -2.789  0.0992
H33 -6.379 -3.988 -3.875  0.0982
H34 -8.070 -3.476 -4.036  0.0945
C18 -10.385 1.584 -0.895  -0.0499
O17 -11.061 2.730 -1.407  -0.0087
C19 -10.698 3.900 -0.822  -0.5572
O18 -9.873 4.030 0.069  0.0998
O19 -11.412 4.899 -1.400  -0.0086
C20 -11.132 6.197 -0.880  -0.0515
H35 -10.753 0.706 -1.434  0.0947
H36 -9.306 1.664 -1.062  0.0975
H37 -10.604 1.450 0.170  0.0985
H38 -10.083 6.462 -1.047  0.0988
H39 -11.380 6.248 0.185  0.0985
H40 -11.758 6.917 -1.414  0.0947
C21 5.793 -3.235 -7.364  -0.0511
O20 5.488 -1.863 -7.124  -0.0126
C22 4.880 -1.626 -5.935  -0.5589
O21 4.591 -2.465 -5.097  0.1065
O22 4.649 -0.292 -5.838  -0.0100
C23 4.009 0.107 -4.628  -0.0573
H41 6.276 -3.308 -8.342  0.0957
H42 6.488 -3.614 -6.607  0.0947
H43 4.878 -3.836 -7.386  0.0979
H44 4.633 -0.137 -3.762  0.1006
H45 3.023 -0.360 -4.541  0.0305
H46 3.874 1.192 -4.659  0.0975
C24 -4.561 2.318 -3.779  -0.0501
O23 -4.152 2.590 -5.118  -0.0094
C25 -2.961 2.037 -5.461  -0.5595
O24 -2.252 1.356 -4.738  0.0928
O25 -2.697 2.373 -6.749  -0.0097
C26 -1.466 1.856 -7.250  -0.0510
H47 -5.524 2.808 -3.614  0.0941
H48 -4.692 1.242 -3.626  0.0961
H49 -3.840 2.727 -3.064  0.0993
H50 -1.472 0.761 -7.236  0.0980
H51 -0.620 2.246 -6.673  0.0984
H52 -1.357 2.186 -8.286  0.0944
C27 8.377 3.266 9.438  -0.0545
O26 7.330 4.003 8.810  -0.0112
C28 6.281 3.245 8.401  -0.5579
O27 6.178 2.035 8.528  0.1069
O28 5.367 4.067 7.827  -0.0034
C29 4.200 3.402 7.346  -0.0348
H53 9.162 3.971 9.724  0.0933
H54 8.012 2.771 10.344  0.0977
H55 8.806 2.536 8.743  0.0982
H56 3.668 2.913 8.168  0.0695
H57 4.462 2.678 6.567  0.1070
H58 3.539 4.154 6.907  0.1065
C30 9.908 -1.600 -6.915  -0.0472
O29 11.049 -2.329 -7.363  -0.0089
C31 10.828 -3.089 -8.466  -0.5592
O30 9.771 -3.186 -9.070  0.1030
O31 11.987 -3.722 -8.779  -0.0101
C32 11.903 -4.563 -9.928  -0.0528
H59 10.198 -1.028 -6.029  0.0958
H60 9.572 -0.897 -7.684  0.1015
H61 9.099 -2.283 -6.634  0.0904
H62 11.648 -3.978 -10.817  0.0985
H63 11.175 -5.364 -9.768  0.0983
H64 12.885 -5.018 -10.086  0.0941

Atomic forces in eV per Å
-0.70 1.12 -0.31
-1.89 -1.04 0.55
-0.63 -1.06 0.53
0.38 2.16 1.36
-0.16 0.90 0.48
0.96 -1.45 0.26
0.96 -1.73 0.70
-0.30 0.26 0.51
-0.76 -1.38 0.94
0.61 -1.44 -1.86
-1.66 -0.92 -1.02
0.49 -0.57 -0.63
-0.58 -1.56 -1.51
0.35 2.50 2.88
-0.39 -1.87 -2.99
2.54 5.29 -1.54
-0.11 -6.29 1.32
-3.01 -0.47 -1.62
0.11 0.88 3.13
1.24 -1.81 1.39
1.97 1.11 -1.01
-1.18 0.98 1.93
1.92 -1.08 -1.52
-2.15 -1.45 -0.71
-1.66 0.93 -1.66
1.51 1.93 0.02
0.49 2.45 -0.44
1.97 -1.34 -1.28
-0.17 0.82 -2.46
-1.47 1.67 0.94
0.18 1.86 1.49
2.69 0.64 0.28
-0.40 -0.46 2.35
0.67 0.79 -1.29
-2.20 -0.21 0.19
0.10 -0.44 -0.52
0.30 -0.04 1.18
0.00 -0.54 -0.04
-0.30 1.64 -0.57
-0.22 -0.75 -0.63
0.09 -0.05 0.54
0.49 0.02 0.84
-0.20 0.00 0.21
0.23 0.02 0.06
-0.24 -0.11 0.00
0.24 -0.03 -0.15
-0.09 -0.07 -0.37
0.43 -0.36 0.16
-1.13 -0.40 -0.42
0.10 -0.25 0.08
0.12 1.62 -0.20
0.86 -0.52 0.51
-0.50 -0.15 -0.22
-0.31 0.06 -0.18
0.01 -0.03 -0.23
-0.34 0.19 0.35
0.20 -0.06 -0.17
-0.05 0.03 0.25
0.34 0.00 0.12
0.36 0.02 0.45
-0.23 -0.80 -0.78
0.23 -0.32 0.07
-0.90 1.45 -0.20
0.71 0.01 0.83
-0.10 -0.40 -0.37
-0.21 -0.10 -0.30
0.14 0.05 -0.23
-0.19 -0.15 0.08
0.23 0.12 -0.08
-0.13 -0.07 0.23
0.15 0.21 0.30
0.25 -0.46 0.17
0.17 1.06 0.36
0.22 0.04 0.24
-1.13 -0.19 -1.22
0.50 -0.96 0.36
0.09 0.51 0.18
-0.10 0.38 -0.04
-0.19 0.05 0.18
0.17 0.12 -0.16
-0.16 -0.12 0.18
0.20 -0.06 -0.16
0.02 -0.39 -0.05
0.14 -0.52 -0.18
-0.47 0.41 0.90
-0.13 -0.35 0.33
0.43 1.23 -1.22
0.27 -1.00 -0.28
-0.21 0.21 0.45
-0.10 0.32 0.19
-0.26 0.02 -0.04
0.18 0.09 0.19
-0.21 -0.11 -0.14
0.27 -0.07 0.05
0.17 -0.22 -0.26
-0.17 -0.08 0.50
0.92 -0.36 -0.47
0.25 -0.24 0.27
-1.02 0.96 -1.04
-0.38 -0.16 1.00
0.45 -0.18 -0.21
0.22 0.00 -0.32
0.18 0.18 0.02
-0.05 -0.22 -0.14
0.07 0.20 0.16
-0.17 -0.21 0.00
-0.29 0.08 0.25
0.38 -0.23 0.22
-0.84 -0.42 -0.35
-0.17 -0.38 -0.05
0.16 1.71 -0.14
0.99 -0.51 0.55
-0.48 -0.25 -0.19
-0.34 0.08 -0.18
0.03 -0.05 -0.26
-0.20 0.02 0.18
0.31 0.06 -0.29
-0.03 0.02 0.24
0.32 0.02 0.18
-0.42 0.31 0.18
0.03 -0.69 -0.88
-0.36 -0.01 -0.19
1.49 0.12 0.87
-0.82 0.58 0.40
0.00 -0.32 -0.42
0.22 -0.24 -0.22
-0.05 -0.26 0.09
0.09 0.13 -0.21
-0.12 -0.14 0.20
0.01 0.25 -0.09
-0.11 0.25 0.28

Calculated values
* orbital gap: 9.49 eV
* strongest force on any atom: 6.4 eV/A
* SMILES string: C[C@H](I)[C@H](I)COCCO[C@@H](CON=O)P(=O)(O)O.COC(=O)OC.COC(=O)OC.COC(=O)OC.COC(=O)OC.COC(=O)OC.COC(=O)OC.COC(=O)OC.COC(=O)OC
* HOMO: -0.3552 Eh
* 2S+1: 1

---

Record 4
# C4H3NO3

C4H3NO3 in the gas phase in a non-equilibrium geometry (the ωB97M-V functional and the def2-TZVPD basis, the Open Molecules 2025 dataset).

Each line ends with the Löwdin charge.
Geometry (Å):
C1 0.204 -2.328 1.216  0.0899
C2 0.361 -1.150 0.424  -0.4071
N1 0.716 0.138 0.934  0.1828
C3 0.260 1.082 0.154  -0.2732
O1 0.052 2.320 0.649  0.0033
C4 -0.198 0.307 -1.063  -0.2185
O2 -0.935 0.766 -2.000  0.1264
O3 -0.399 -0.965 -0.572  0.1319
H1 -0.359 -3.143 0.534  0.1124
H2 1.058 -2.551 2.055  0.1130
H3 0.780 0.298 1.871  0.1390

Atomic forces in eV per Å
2.47 0.71 -2.65
0.40 -3.28 8.01
0.96 -2.72 -2.07
-0.79 7.33 2.79
1.06 -6.27 -3.75
-6.86 3.53 -3.88
4.41 -2.47 3.85
-1.03 0.75 -5.37
1.53 1.59 2.25
-2.72 0.44 -2.15
0.56 0.40 2.97

Calculated values
* orbital gap: 8.20 eV
* strongest force on any atom: 8.7 eV/A
* energy above the lowest of the compared OMol25 structures with the same formula, charge and spin: 92.1 kcal/mol
* SMILES string: C=C1NC(=O)C(=O)O1
* HOMO: -0.3544 Eh
* 2S+1: 1